No. 1
Computed, not measured: a 8-piece molecular cluster, C28H76O24P4 overall at a distorted geometry, with ωB97M-V/def2-TZVPD.

Last column: Mulliken charge in e.
Element x y z (Å)
O1 -0.781 -6.902 -2.470  -0.2471
C1 -0.279 5.250 -5.566  -0.7975
O2 0.874 -0.079 -1.011  0.1561
H1 -4.079 -2.594 4.417  0.3178
H2 0.286 7.298 0.063  0.2616
H3 -6.752 1.068 2.851  0.2670
H4 -5.541 0.258 -2.279  0.1240
H5 -1.588 -1.884 -2.200  0.0672
O3 6.352 1.097 1.184  -0.5065
H6 0.780 -3.697 -2.133  -0.0322
O4 2.504 3.347 -3.505  -0.3823
O5 -2.688 -5.912 -3.598  -0.3416
C2 4.265 -2.855 5.181  -0.6463
O6 0.216 3.743 0.803  0.3649
P1 1.957 -2.423 4.043  0.4958
H7 1.783 1.707 -0.643  -0.0748
H8 -3.591 -0.514 -1.169  -0.2085
O7 2.754 -2.202 2.762  0.8250
H9 5.399 0.253 -0.391  0.2160
H10 -0.982 -0.729 0.600  -0.7004
O8 -0.699 -6.463 -4.953  -0.8422
C3 -5.418 -0.664 -2.939  -0.5679
H11 3.985 -3.167 1.496  0.2778
H12 2.889 0.414 -1.256  0.3079
C4 1.901 0.853 -1.326  -0.6706
C5 -1.983 2.116 -0.928  -0.4334
H13 1.415 3.727 -1.758  -0.0758
H14 -2.180 -2.849 0.840  -0.1135
O9 -2.114 4.667 0.954  -0.2700
H15 3.445 3.817 2.471  0.2954
H16 -0.987 -3.384 2.002  0.0284
C6 -5.828 1.153 2.249  -0.6201
H17 -3.547 -1.050 5.009  0.3376
H18 4.859 -0.344 1.536  0.1118
H19 4.754 -2.858 4.235  0.2406
C7 3.804 3.074 -2.983  -0.5820
O10 -5.077 0.132 2.864  -0.4001
C8 1.088 -0.466 0.343  0.2357
H20 4.710 -3.534 5.901  0.2951
C9 -3.641 -1.491 -1.651  0.6764
C10 -1.722 5.293 2.215  -0.6401
H21 -0.117 -0.701 4.534  0.0415
H22 2.195 5.119 -2.532  0.3637
O11 -0.581 5.617 -0.779  -0.2966
H23 -1.041 0.891 -4.240  0.1484
H24 2.121 -0.926 0.452  -0.0208
C11 -1.145 -0.162 -3.996  -0.5328
C12 -1.760 1.732 2.894  -0.1583
H25 -0.315 -0.361 -3.299  0.0075
C13 -3.372 -5.672 -2.375  -0.2945
O12 1.983 -0.997 4.754  -0.3084
H26 0.019 3.421 -3.871  -0.1633
H27 2.586 2.591 3.460  0.2699
O13 -3.099 -1.521 3.040  -0.3174
H28 6.638 1.356 -0.882  0.3868
H29 6.206 -0.002 2.750  0.3167
O14 -3.278 0.050 1.034  -0.2075
O15 -2.384 -0.326 -3.316  -0.2723
C14 0.762 -0.351 5.062  -0.3516
H30 -1.230 6.247 2.040  0.2669
H31 -2.093 2.460 2.116  0.1495
H32 1.188 6.515 -1.266  0.2581
H33 3.788 2.863 -1.925  0.0507
H34 -0.343 -8.525 -3.811  0.3463
H35 -1.394 2.299 3.706  0.4649
H36 -2.274 -2.287 4.755  0.1889
C15 -3.231 -1.925 4.390  -0.8151
C16 2.871 2.895 2.433  0.1219
H37 -1.758 -8.727 -2.844  0.3087
H38 5.121 1.965 -0.174  0.0620
H39 1.187 5.682 0.338  0.3130
C17 0.613 6.308 -0.343  -0.7418
C18 -1.149 -3.297 0.931  -0.2468
H40 4.165 0.975 3.660  0.3673
H41 -5.931 0.981 1.199  0.2386
H42 1.992 3.003 1.843  -0.5472
C19 5.461 0.454 2.053  -0.3219
O16 -2.859 0.949 3.360  -0.5792
O17 3.597 1.901 1.852  0.1565
H43 0.634 -0.433 6.159  0.2965
P2 -3.583 -0.114 2.448  0.8921
H44 -2.742 1.993 -0.219  0.2729
H45 4.207 2.211 -3.537  0.2747
H46 4.381 4.023 -3.093  0.3725
H47 -3.449 -6.647 -1.805  0.2150
H48 -1.068 4.640 2.698  0.2219
O18 2.875 -3.300 4.999  -0.4055
H49 -1.100 1.512 -0.632  0.3315
H50 1.096 0.441 0.982  -0.3907
O19 0.747 5.179 -4.585  -0.4716
O20 -1.587 3.504 -1.158  -0.2005
H51 1.345 -4.227 -3.844  0.2425
H52 -2.692 5.479 2.694  0.2435
P3 -1.140 -5.952 -3.694  0.8140
H53 -5.481 2.168 2.441  0.2498
C20 0.796 -4.449 -2.915  -0.4572
C21 -0.079 -1.221 0.872  0.8337
C22 -0.757 -8.339 -2.818  -0.7987
H54 1.223 -5.409 -2.566  0.3342
O21 0.629 -3.029 3.907  -0.7964
H55 1.811 1.219 -2.330  0.4948
C23 2.992 -3.337 1.931  -0.9791
H56 -0.119 -1.274 1.967  0.0073
H57 -6.477 -0.816 -3.276  0.3279
C24 -2.523 -1.657 -2.700  0.0229
H58 -3.438 -2.263 -0.852  -0.1741
H59 -4.759 -0.363 -3.759  0.2299
H60 -2.900 -4.919 -1.733  0.0534
H61 -1.140 5.770 -5.173  0.3027
C25 1.676 4.190 -2.707  0.1501
H62 -4.369 -5.397 -2.722  0.2435
H63 0.066 5.826 -6.431  0.2929
H64 2.226 -3.448 1.182  0.0458
H65 -0.176 -8.892 -2.086  0.2429
H66 -2.686 -2.463 -3.468  0.2895
H67 0.957 0.682 4.831  0.1057
O22 -0.123 -2.547 0.325  -0.1817
H68 2.992 -4.182 2.642  0.5127
H69 5.286 2.231 3.129  0.3452
H70 -0.475 4.261 -5.981  0.2824
C26 0.424 4.350 -3.523  0.0622
H71 -2.218 1.716 -1.894  0.2385
H72 -1.080 -4.318 0.552  0.3360
C27 5.884 1.215 -0.125  -0.4668
H73 -0.408 4.773 -2.975  0.4587
O23 -0.604 -4.545 -3.298  0.2596
C28 4.585 1.447 2.774  -0.5831
H74 4.397 -1.861 5.590  0.2661
P4 -0.892 4.269 0.004  -0.4525
O24 -4.939 -1.706 -2.142  -0.5155
H75 -0.947 1.114 2.498  -0.1229
H76 -0.959 -0.804 -4.847  0.4295

Calculated values
- frontier orbital gap (Eh) = 0.3529
- net charge = 0
- SMILES = COP(=O)(OC)OC.COP(=O)(OC)OC.COP(=O)(OC)OC.COP(=O)(OC)OC.COCCOC.COCCOC.COCCOC.COCCOC
- total energy (hartree) = -4283.767503



No. 2
Computed, not measured: C18H22N4O4Y as an isolated structure at a distorted geometry, with ωB97M-V/def2-TZVPD.

Last column: Mulliken charge in e.
Element x y z (Å)
C1 -2.853 -0.452 2.795  -0.2563
O1 -0.958 0.515 -1.589  -0.1499
C2 -2.404 0.705 -1.719  -0.3364
C3 -2.582 1.947 -2.599  -0.7194
C4 2.343 1.089 1.804  0.5022
C5 -1.752 -3.010 0.399  0.4517
H1 -1.377 -5.882 -1.329  0.4501
C6 -3.897 -1.038 3.490  -0.8734
N1 -0.831 -2.254 -0.212  0.2937
C7 -4.250 -2.333 3.165  -0.4364
H2 -3.113 2.728 -2.062  0.2944
H3 -2.818 -0.207 -2.150  0.4051
H4 -1.078 2.756 -3.976  0.4332
H5 3.101 -0.799 1.101  0.2864
C8 -1.967 -4.328 0.020  -0.9895
H6 -5.063 -2.827 3.680  0.4550
O2 -1.144 3.768 0.073  -0.6135
H7 0.320 -4.440 -2.478  0.4365
H8 -2.700 -4.942 0.519  0.4042
O3 2.927 1.894 2.503  -0.6516
C9 -2.530 -2.354 1.507  1.1279
C10 -0.588 2.869 0.643  0.2873
C11 -3.565 -3.002 2.160  -1.0638
O4 -1.262 1.847 1.233  -0.5080
H9 -0.309 0.474 -3.551  0.3057
N2 1.410 1.350 0.844  -0.4104
N3 1.297 -1.146 2.124  -0.6172
N4 -2.181 -1.099 1.837  0.2409
H10 0.991 -1.077 3.091  0.2508
H11 -3.853 -4.006 1.888  0.3622
C12 -0.121 -2.768 -1.219  -0.2726
C13 -1.221 -4.856 -1.020  -0.4813
H12 3.240 -0.548 2.850  0.3855
C14 -0.279 -4.068 -1.660  -0.8879
H13 -4.413 -0.477 4.256  0.4380
C15 -0.308 1.174 -2.713  -0.6457
H14 1.437 -2.138 1.964  0.2474
C16 2.596 -0.411 1.985  -0.6121
H15 0.597 -2.106 -1.693  0.4883
H16 1.362 3.250 -0.145  0.3333
H17 -2.543 0.569 2.984  0.5330
C17 -1.155 2.404 -2.949  -0.4916
H18 -0.842 3.206 -2.284  0.1842
C18 0.946 2.741 0.725  -0.4247
H19 0.719 1.364 -2.406  0.3962
Y1 -0.353 0.076 0.641  1.4215
H20 1.266 3.307 1.606  0.4656
H21 -3.148 1.692 -3.494  0.3193
H22 -2.794 0.850 -0.710  0.2420

Calculated values
- frontier orbital gap (Eh) = 0.2829
- net charge = +1
- total energy (hartree) = -1257.410516



No. 3
Computed, not measured: an isolated ion of composition CHClFO2S and charge -1 at a distorted geometry, with ωB97M-V/def2-TZVPD.

Last column: Mulliken charge in e.
Element x y z (Å)
O1 -1.271 -0.925 1.216  -0.6531
S1 -1.284 -0.235 -0.135  0.5047
O2 -1.364 -1.197 -1.262  -0.5833
C1 0.637 0.417 0.100  0.0672
H1 0.698 0.302 1.192  0.2146
F1 1.797 -0.386 -0.402  -0.3106
Cl1 0.788 2.024 -0.708  -0.2394

Calculated values
- frontier orbital gap (Eh) = 0.2729
- net charge = -1
- total energy (hartree) = -1147.453721



No. 4
Computed, not measured: one molecule with the formula C2H6O2S3 at a distorted geometry, with ωB97M-V/def2-TZVPD.

Last column: Mulliken charge in e.
Element x y z (Å)
H1 2.800 0.364 -0.771  0.3369
O1 1.552 -1.939 -0.895  -0.4423
C1 3.027 -0.011 0.128  -0.9380
C2 -2.917 -0.203 -0.090  -1.0882
H2 -2.917 0.360 0.772  0.3728
H3 -3.628 -0.924 0.095  0.3761
H4 2.970 0.556 1.044  0.3518
O2 -1.449 -2.295 0.780  -0.5288
S1 -1.386 -1.232 -0.238  0.5401
H5 -2.790 0.464 -0.935  0.3992
S2 1.660 -1.266 0.369  0.4969
S3 -0.178 0.377 0.387  -0.2247
H6 3.973 -0.592 0.237  0.3482

Calculated values
- frontier orbital gap (Eh) = 0.3006
- net charge = 0
- SMILES = CS(=O)#S#S(C)=O
- total energy (hartree) = -1424.746567